Record 1
Below is a structure of composition C5H6LiMgO4Rb at a distorted geometry, with properties calculated with the ωB97M-V functional and the def2-TZVPD basis.

Last column: natural (NBO) charge in e.
Positions of all 18 atoms, in Å:
O 0.328 0.492 -1.206  -0.9543
C 1.504 0.259 -0.833  0.7971
O 1.932 0.587 0.310  -0.7981
Li 0.646 1.369 1.543  0.9498
Rb 5.942 1.344 0.545  0.9993
O -1.143 1.085 1.853  -0.7718
Mg -1.546 0.277 -0.898  1.6357
C -2.084 0.672 1.158  0.2648
O -3.232 0.544 1.811  -0.4901
C -4.259 -0.246 1.217  -0.2782
H -4.975 -0.472 2.012  0.2474
H -4.765 0.315 0.421  0.1929
H -3.847 -1.184 0.823  0.1767
C 2.446 -0.345 -1.814  -0.3335
C 3.332 -1.280 -1.460  -0.3189
H 2.322 -0.033 -2.852  0.2431
H 4.006 -1.719 -2.194  0.2278
H 3.391 -1.665 -0.437  0.2104

Values from the calculation:
2S+1 = 1
LUMO = -0.2664 hartree
ΔE to the lowest compared entry with this formula, charge and spin = 0.0 kJ/mol
M = 246.8 g/mol
Largest force on an atom = 0.048 Eh/bohr
Charge = +2
E_tot = -19765.7340 eV
HOMO = -15.751 eV

=====

Record 2
Below is a cluster of 9 separate species, C50H81B2BrN3O24PS in total at a distorted geometry, with properties calculated with the ωB97M-V functional and the def2-TZVPD basis.

Last column: Löwdin charge in e.
Positions of all 163 atoms, in Å:
C 5.089 -1.885 -0.156  -0.0324
B 5.243 -0.453 0.636  -0.3662
O 6.633 -0.021 0.996  0.0194
C 3.963 0.547 1.056  -0.2147
B 4.222 1.067 2.595  -0.4478
N 5.083 0.321 3.624  0.1500
O 3.588 2.336 3.101  0.0170
C 2.492 -0.125 0.790  -0.2785
P 1.974 -1.468 2.058  0.7634
N 3.174 -2.395 2.608  -0.1814
O 0.866 -2.546 1.181  -0.2399
O 1.156 -0.718 3.402  -0.2044
C 1.327 1.024 0.847  -0.1021
C 1.453 2.236 -0.235  -0.3937
C 1.134 1.844 -1.791  -0.1022
C 0.331 0.438 -2.021  -0.1637
C -1.250 0.450 -1.588  -0.2116
N -1.619 -0.937 -1.111  -0.1213
C -3.037 -1.326 -1.464  -0.1885
C -3.822 -1.617 -0.035  -0.0457
C -2.893 -1.993 1.303  -0.0097
C -3.558 -2.265 2.809  -0.0639
C -5.197 -2.153 2.957  -0.0750
C -6.107 -1.819 1.616  -0.0281
C -5.463 -1.554 0.123  -0.1460
O -6.300 -1.261 -1.084  -0.1049
C 0.281 3.350 0.199  -0.1448
C 0.705 4.246 1.515  -0.6504
C -0.397 4.159 2.758  -0.1588
Br 0.816 6.216 1.025  0.6188
O 2.716 2.987 -0.219  -0.2108
S 4.088 1.987 -0.195  0.9008
O 5.288 2.877 0.312  -0.3360
O 4.531 1.430 -1.571  -0.3330
H 4.989 -1.616 -1.314  0.0897
H 6.071 -2.516 0.000  0.0940
H 4.104 -2.451 0.127  0.0627
H 7.222 -0.507 0.337  0.1238
H 4.686 -0.620 3.846  0.0745
H 5.047 0.838 4.553  0.1028
H 3.346 2.131 4.059  0.1111
H 2.572 -0.687 -0.259  0.1416
H 2.959 -3.382 2.320  0.0066
H 0.620 -2.028 0.340  0.0573
H 1.545 0.174 3.643  0.0678
H 1.321 1.528 1.929  0.1258
H 0.268 0.479 0.770  0.1455
H 2.114 1.837 -2.462  0.1249
H 0.450 2.699 -2.268  0.1327
H 0.817 -0.508 -1.532  0.0801
H 0.347 0.235 -3.198  0.1295
H -1.880 0.719 -2.558  0.1200
H -1.544 1.241 -0.778  0.1130
H -1.018 -1.685 -1.529  0.0831
H -3.597 -0.582 -2.173  0.1194
H -3.007 -2.381 -2.023  0.1369
H -1.713 -2.090 1.261  0.0625
H -2.837 -2.506 3.728  0.0911
H -5.654 -2.313 4.025  0.0751
H -7.276 -1.757 1.770  0.0880
H -6.326 -2.147 -1.590  0.0978
H -0.748 2.843 0.463  0.1214
H 0.074 4.134 -0.671  0.1093
H 1.738 3.967 1.988  0.0850
H -1.510 4.142 2.400  0.0783
H -0.137 5.086 3.460  0.0775
H -0.081 3.200 3.386  0.0768
O 1.563 9.702 -0.952  0.0896
C 2.438 9.010 -1.445  -0.4723
O 2.206 7.882 -2.179  0.0065
C 3.453 7.270 -2.503  -0.1678
C 4.476 8.370 -2.396  -0.1614
C 3.912 9.240 -1.302  -0.0827
H 3.639 6.458 -1.792  0.1234
H 3.407 6.852 -3.513  0.1287
H 5.484 8.002 -2.186  0.1059
H 4.512 8.937 -3.335  0.1253
H 4.231 8.906 -0.311  0.1356
H 4.164 10.292 -1.456  0.1314
O 0.935 -3.265 -2.394  0.0823
C 1.844 -3.146 -3.199  -0.4539
O 3.127 -2.819 -2.867  0.0109
C 3.893 -2.661 -4.060  -0.1691
C 3.151 -3.437 -5.116  -0.1627
C 1.713 -3.289 -4.685  -0.0805
H 3.956 -1.593 -4.296  0.1343
H 4.904 -3.049 -3.904  0.1319
H 3.342 -3.077 -6.130  0.1246
H 3.440 -4.494 -5.072  0.1258
H 1.258 -2.382 -5.092  0.1369
H 1.123 -4.170 -4.946  0.1347
O -7.898 -3.752 -1.694  0.0864
C -8.508 -4.341 -0.817  -0.4436
O -9.865 -4.314 -0.671  0.0342
C -10.223 -5.019 0.516  -0.1643
C -9.064 -5.939 0.797  -0.1623
C -7.886 -5.154 0.278  -0.0805
H -10.381 -4.292 1.320  0.1365
H -11.152 -5.572 0.351  0.1112
H -8.977 -6.212 1.852  0.1252
H -9.175 -6.863 0.217  0.1231
H -7.479 -4.481 1.037  0.1223
H -7.107 -5.813 -0.114  0.1356
O -2.540 5.159 0.356  0.0806
C -2.967 4.951 -0.768  -0.4507
O -3.003 3.722 -1.362  0.0068
C -3.459 3.866 -2.707  -0.1747
C -4.214 5.168 -2.734  -0.1658
C -3.480 5.997 -1.710  -0.0770
H -2.588 3.876 -3.371  0.1272
H -4.097 3.018 -2.972  0.1290
H -4.246 5.627 -3.726  0.1220
H -5.247 5.005 -2.402  0.1257
H -2.632 6.529 -2.149  0.1410
H -4.152 6.691 -1.200  0.1350
O -2.313 -5.164 1.522  0.0971
C -1.438 -5.856 1.028  -0.4486
O -1.670 -6.984 0.295  0.0279
C -0.423 -7.596 -0.030  -0.1740
C 0.600 -6.496 0.077  -0.1655
C 0.036 -5.626 1.172  -0.0848
H -0.237 -8.408 0.681  0.1277
H -0.469 -8.014 -1.040  0.1264
H 1.608 -6.865 0.287  0.1202
H 0.636 -5.930 -0.861  0.1137
H 0.355 -5.960 2.163  0.1409
H 0.288 -4.574 1.018  0.0895
O 10.023 1.017 6.392  0.0960
C 9.650 1.159 5.239  -0.4619
O 8.747 0.346 4.616  0.0309
C 8.629 0.737 3.249  -0.1785
C 9.095 2.168 3.204  -0.1680
C 10.140 2.210 4.290  -0.0888
H 9.255 0.076 2.641  0.1310
H 7.589 0.636 2.926  0.0840
H 9.472 2.467 2.222  0.1134
H 8.267 2.837 3.466  0.1244
H 11.127 1.922 3.916  0.1356
H 10.179 3.189 4.772  0.1306
O 9.226 6.758 -2.705  0.0973
C 8.616 6.169 -1.828  -0.4587
O 7.259 6.196 -1.683  0.0115
C 6.901 5.491 -0.495  -0.1720
C 8.060 4.571 -0.214  -0.1704
C 9.238 5.356 -0.734  -0.0865
H 6.743 6.218 0.309  0.1338
H 5.972 4.938 -0.660  0.1034
H 8.147 4.298 0.841  0.1110
H 7.949 3.647 -0.794  0.1261
H 9.645 6.030 0.026  0.1359
H 10.017 4.698 -1.125  0.1305
O -12.620 -6.952 2.346  0.0962
C -13.459 -6.915 1.462  -0.4709
O -14.127 -5.786 1.082  0.0258
C -15.106 -6.129 0.102  -0.1693
C -14.634 -7.430 -0.493  -0.1697
C -13.940 -8.093 0.670  -0.0872
H -16.077 -6.227 0.597  0.1299
H -15.169 -5.336 -0.649  0.1302
H -15.445 -8.029 -0.917  0.1211
H -13.907 -7.232 -1.290  0.1237
H -14.636 -8.674 1.281  0.1374
H -13.104 -8.713 0.338  0.1317

Values from the calculation:
2S+1 = 1
LUMO = -0.0195 hartree
SMILES string = CB(O)[C@]1(B(N)O)[C@@H](P(=N)(O)O)C[C@@](CCCNCc2ccccc2O)(C[C@H](C)Br)OS1(=O)=O.O=C1CCCO1.O=C1CCCO1.O=C1CCCO1.O=C1CCCO1.O=C1CCCO1.O=C1CCCO1.O=C1CCCO1.O=C1CCCO1
M = 1272.8 g/mol
Largest force on an atom = 0.144 Eh/bohr
E_tot = -198284.3376 eV
HOMO = -7.870 eV

=====

Question: What is the LUMO in the second record?
Answer: -0.0195 hartree